one:
{"formula": "C2H2OS", "method": "ωB97M-V/def2-TZVPD", "homo_ev": -8.87, "gap_ev": 7.941, "lumo_energy_ev": -0.926, "mol_weight_g_mol": 74.104, "smiles": "O=CC=S", "elements": ["O", "C", "C", "S", "H", "H"], "xyz": [[-1.85474, -0.00626, 0.00301], [-0.78758, -0.53971, -0.00490], [0.71974, 0.53007, -0.03278], [2.13515, -0.24345, 0.01294], [-0.39770, -1.51792, 0.00413], [0.62937, 1.54249, -0.11910]], "lowdin_charge": [0.06, -0.19, -0.56, 0.65, 0.06, -0.02]}

---

two:
{"formula": "C2H2OS", "method": "ωB97M-V/def2-TZVPD", "homo_ev": -9.61, "gap_ev": 7.552, "lumo_energy_ev": -2.057, "mol_weight_g_mol": 74.104, "smiles": "O=CC=S", "elements": ["O", "C", "C", "S", "H", "H"], "xyz": [[1.04146, -0.25609, 1.48091], [0.62962, -0.39554, 0.24056], [-0.73501, 0.07625, -0.25655], [-1.05934, 0.86520, -1.63216], [1.43797, -0.89807, -0.52835], [-1.31470, 0.60826, 0.69559]], "lowdin_charge": [-0.05, -0.27, -0.66, 0.71, 0.16, 0.11]}

---

Which of them is most stable? Easy: one.

---

one:
{"formula": "C6H13N2OS", "method": "ωB97M-V/def2-TZVPD", "homo_ev": -11.87, "gap_ev": 8.107, "lumo_energy_ev": -3.765, "mol_weight_g_mol": 161.250, "charge": 1, "elements": ["C", "C", "C", "C", "C", "C", "N", "N", "O", "S", "H", "H", "H", "H", "H", "H", "H", "H", "H", "H", "H", "H", "H"], "xyz": [[-1.92108, -0.67858, 0.39406], [-1.48368, -1.20994, -0.93087], [0.01841, 0.81125, -0.03914], [0.31824, -3.00240, 0.63389], [-0.76568, 3.12883, 0.71979], [1.49333, -2.53627, 0.07390], [-0.96370, 0.25185, 0.80986], [-0.57098, 2.17140, -0.48416], [-2.84490, -1.04032, 1.02603], [-0.00227, -0.25715, -1.50871], [-1.20904, -2.23672, -0.63447], [-2.20925, -1.11135, -1.83230], [-0.33771, -3.71061, 0.25136], [0.73209, -1.40279, -0.79022], [-0.04399, -2.32570, 1.47567], [0.14187, 2.95980, 1.13933], [-0.84977, 4.04075, 0.23668], [-1.61379, 2.80596, 1.24982], [2.16150, -2.97218, -0.70702], [1.99552, -1.66838, 0.68852], [-0.83281, 0.50251, 1.81009], [-0.03588, 2.64279, -1.25823], [-1.54296, 1.97999, -0.82840]], "lowdin_charge": [-0.58, -0.28, -0.53, -0.01, 0.05, -0.11, -0.01, -0.07, 0.15, 1.06, 0.06, 0.14, 0.06, 0.00, 0.11, 0.06, 0.08, 0.09, 0.10, 0.12, 0.17, 0.18, 0.16]}

---

two:
{"formula": "C6H13N2OS", "method": "ωB97M-V/def2-TZVPD", "homo_ev": -13.03, "gap_ev": 9.208, "lumo_energy_ev": -3.824, "mol_weight_g_mol": 161.250, "charge": 1, "elements": ["C", "C", "C", "C", "C", "C", "N", "N", "O", "S", "H", "H", "H", "H", "H", "H", "H", "H", "H", "H", "H", "H", "H"], "xyz": [[3.01357, -1.03266, -0.39472], [3.74391, 0.02811, 0.01539], [-2.52530, 1.62392, -0.00115], [-3.42825, 0.39559, -0.14948], [-0.58135, -0.72509, 0.18888], [-0.43490, 0.46225, -0.66291], [0.69820, 0.61184, -1.38574], [-0.49131, -0.73310, 1.58653], [-1.18263, 1.52697, -0.49157], [-2.37034, -1.11757, -0.75871], [2.37059, -1.57394, 0.36140], [3.35240, -1.47828, -1.39534], [3.54656, 0.48055, 0.94639], [-3.05658, 2.51273, -0.24557], [-2.34607, 1.62427, 1.10379], [-4.00294, 0.14553, 0.81110], [-4.19906, 0.57693, -0.97731], [0.03614, -1.60329, -0.17717], [0.78076, 1.43830, -2.03775], [1.53158, 0.07697, -1.29113], [-0.76261, -1.57104, 2.15833], [-0.68713, 0.06171, 2.18786], [4.48973, 0.47091, -0.57387]], "lowdin_charge": [-0.11, -0.03, -0.18, -0.36, -0.45, -0.40, 0.26, 0.06, 0.01, 0.89, 0.07, 0.10, 0.05, 0.13, 0.13, 0.11, 0.10, 0.13, 0.18, 0.04, 0.14, 0.10, 0.05]}

---

Which of them is most stable? Easy: two.